(1)
{
  "formula": "C12H16N2O5",
  "method": "ωB97M-V/def2-TZVPD",
  "symbols": ["N", "C", "C", "O", "C", "O", "N", "C", "C", "C", "C", "C", "C", "O", "C", "C", "C", "O", "O", "H", "H", "H", "H", "H", "H", "H", "H", "H", "H", "H", "H", "H", "H", "H", "H"],
  "positions_angstrom": [[-0.887955, 1.240183, 2.037911], [-1.019644, -0.089615, 2.666980], [-2.391634, -0.748368, 2.667768], [-2.866510, -0.934733, 1.341724], [-0.138492, -1.160053, 1.930002], [-0.425616, -2.344506, 1.813780], [0.992216, -0.620271, 1.396705], [1.706046, -1.387911, 0.354603], [0.724516, -1.612629, -0.859738], [0.388005, -0.314138, -1.530442], [-0.906707, 0.161547, -1.324446], [-1.276615, 1.366730, -1.922584], [-0.388962, 1.998425, -2.811506], [-0.741879, 3.146574, -3.508678], [0.844556, 1.464835, -3.043176], [1.282625, 0.363432, -2.380215], [3.031422, -0.693392, -0.081582], [3.828114, -1.155448, -0.858241], [3.184679, 0.456321, 0.597716], [-1.193382, 1.837610, 2.820048], [-1.642209, 1.297435, 1.332401], [-0.631682, 0.015615, 3.664848], [-3.053695, -0.002469, 3.171598], [-2.423320, -1.696187, 3.174254], [-2.416758, -1.788265, 1.116567], [1.063057, 0.371976, 1.321760], [2.050121, -2.311412, 0.773248], [1.265480, -2.332932, -1.533955], [-0.131382, -2.101558, -0.347569], [-1.635467, -0.504959, -0.729703], [-2.259358, 1.809585, -1.813565], [-1.675516, 3.396376, -3.268180], [1.469320, 2.045625, -3.768719], [2.293058, -0.030494, -2.654381], [3.983570, 0.857069, 0.254766]],
  "forces_ev_per_angstrom": [[-1.459, -0.392, 0.826], [0.801, -1.868, -1.195], [-1.089, 2.200, 0.450], [0.684, -1.107, -0.073], [1.042, 1.481, -0.094], [-0.228, 0.222, 0.338], [0.243, -1.447, -0.673], [-0.018, 1.205, -0.538], [1.824, -1.021, 0.655], [-0.204, -0.715, 0.040], [-0.588, -0.394, 0.278], [0.172, 0.146, -0.621], [-1.822, 0.396, 0.576], [-1.138, -0.222, 0.773], [1.303, 1.965, -1.478], [0.500, -1.464, 0.061], [-1.107, -0.773, 0.658], [-0.452, 0.452, 0.333], [0.028, -0.089, -0.369], [0.256, 0.280, -0.845], [0.634, 0.109, 0.236], [0.115, -0.234, 0.608], [0.003, -0.784, -0.314], [0.241, -0.191, 0.561], [-0.634, 0.896, -0.202], [-0.248, 0.597, 0.220], [-0.146, -0.791, 0.174], [-0.772, 0.598, 0.436], [0.403, 0.245, -0.979], [1.168, 1.551, -0.919], [-0.142, -0.178, 0.190], [1.451, -0.427, -0.351], [-0.385, -0.840, 0.707], [-1.043, 0.192, 0.605], [0.605, 0.402, -0.075]],
  "homo_energy_ev": -8.6,
  "orbital_gap_ev": 9.2
}


(2)
{
  "formula": "C9H10O3",
  "method": "ωB97M-V/def2-TZVPD",
  "symbols": ["C", "C", "C", "C", "C", "C", "C", "C", "C", "H", "H", "H", "H", "H", "H", "H", "H", "H", "H", "O", "O", "O"],
  "positions_angstrom": [[-2.827869, -0.038750, 0.841096], [-0.732204, -0.151348, -0.273654], [-0.231236, -1.592687, -0.158113], [-1.051107, -2.653350, -0.237654], [1.111871, -1.547159, 0.010807], [2.058078, -0.432097, 0.165788], [1.409703, 0.884414, -0.005808], [0.112109, 0.922829, -0.050251], [-0.555370, 2.293593, -0.198899], [-3.758851, 0.841272, 0.307643], [-2.407458, 0.390464, 1.485869], [-3.216496, -1.050854, 0.879375], [-1.288908, -2.990139, 0.874224], [-0.479939, -3.734157, -0.579879], [-1.920593, -2.724773, -0.614740], [2.130796, -2.350907, 0.039566], [3.806639, 0.502634, 0.572932], [1.930097, 1.552887, 0.142929], [-1.388312, 2.285192, -0.862248], [-2.080390, -0.085115, -0.478558], [3.298073, -0.645932, 0.159680], [0.135965, 3.376762, -0.031815]],
  "forces_ev_per_angstrom": [[-9.159, -3.179, -14.778], [0.607, -4.454, 0.765], [2.880, 8.995, -0.850], [3.844, -9.301, 4.734], [7.984, -1.575, 0.906], [-9.458, 2.924, -2.171], [-2.006, -15.184, -0.153], [-6.427, 1.925, -1.026], [5.554, 3.142, -0.504], [2.274, -2.961, 2.499], [6.530, 5.815, 9.691], [-0.236, 0.319, 1.017], [0.415, 0.555, -1.677], [-1.280, 3.103, 0.675], [-6.090, 0.650, -3.432], [-4.140, 0.322, -0.172], [-1.939, -5.241, -1.940], [8.886, 12.617, 2.206], [-1.497, 0.324, 0.096], [0.076, 1.019, 1.777], [6.500, 4.533, 2.398], [-3.319, -4.348, -0.062]],
  "homo_energy_ev": -7.9,
  "orbital_gap_ev": 7.5
}


(3)
{
  "formula": "C4O4S",
  "method": "ωB97M-V/def2-TZVPD",
  "symbols": ["O", "C", "C", "S", "C", "C", "O", "O", "O"],
  "positions_angstrom": [[-3.313583, 1.084685, 0.107610], [-2.501354, 0.161237, 0.166942], [-1.635346, -0.834316, -0.384896], [-0.061579, 0.074909, -1.344517], [1.666891, 0.297531, -0.946771], [2.321750, 0.068205, 0.280502], [2.669650, 0.546050, 1.344140], [2.522690, -1.041527, -0.355102], [-1.669121, -0.356775, 1.132088]],
  "forces_ev_per_angstrom": [[0.593, -1.441, 0.423], [1.806, 0.890, 0.286], [0.885, 0.121, -0.233], [-0.014, 0.163, -0.405], [-2.108, 0.513, -0.593], [-0.634, 0.522, 0.116], [0.319, -0.235, 0.308], [1.001, -1.278, 0.385], [-1.847, 0.744, -0.288]],
  "homo_energy_ev": 0.7,
  "orbital_gap_ev": 5.8,
  "charge": -2
}


(4)
{
  "formula": "C17H23BrN4NaO4",
  "method": "ωB97M-V/def2-TZVPD",
  "symbols": ["Na", "N", "C", "O", "C", "C", "H", "H", "H", "H", "H", "H", "C", "C", "C", "C", "C", "Br", "N", "C", "H", "H", "H", "H", "H", "H", "C", "C", "C", "C", "C", "C", "O", "N", "C", "O", "N", "C", "O", "H", "H", "H", "H", "H", "H", "H", "H", "H", "H", "H"],
  "positions_angstrom": [[0.148246, -0.851258, 0.665775], [1.406607, 3.027715, 1.617311], [1.406576, 1.679135, 1.421298], [0.597156, 0.971406, 2.000416], [2.424400, 1.167507, 0.431864], [3.272106, -0.040585, 0.852174], [0.629968, 3.422245, 2.120326], [1.951924, 3.624001, 1.023039], [3.110924, 1.978741, 0.173485], [1.871733, 0.946572, -0.490334], [3.949868, 0.252464, 1.662327], [3.874485, -0.319902, -0.018033], [3.835279, -2.491805, 4.611803], [3.591017, -2.329622, 3.135418], [4.323121, -3.117141, 2.202981], [3.751337, -3.290305, 0.945402], [2.806335, -2.386634, 0.500796], [1.264001, -3.217791, -0.474164], [2.542403, -1.235621, 1.278645], [2.611715, -1.498474, 2.685868], [4.046572, -3.530453, 4.873730], [2.968995, -2.162568, 5.188188], [4.691131, -1.892288, 4.935460], [5.151927, -3.729221, 2.536494], [3.995446, -4.150742, 0.330312], [1.871173, -1.033651, 3.328588], [-3.656912, -1.547169, -2.408075], [-4.102593, -0.236721, -1.772725], [-2.984172, 0.809886, -1.753882], [-3.413147, 2.097367, -0.997343], [-4.685066, 2.765921, -1.497473], [-2.634633, 1.207188, -3.171880], [-3.461886, 1.403437, -4.045066], [-1.307260, 1.399172, -3.394422], [-0.242227, 1.101334, -2.512032], [0.876678, 1.431970, -2.874811], [-0.508123, 0.474853, -1.348197], [-1.776991, 0.280312, -0.958800], [-2.029661, -0.285665, 0.116997], [-4.471867, -2.272565, -2.413576], [-2.824077, -1.986658, -1.858093], [-3.344351, -1.397071, -3.443138], [-4.417696, -0.404866, -0.742043], [-4.946554, 0.173433, -2.329014], [-2.579896, 2.806634, -1.040777], [-3.521361, 1.806315, 0.049624], [-4.631780, 2.993114, -2.561295], [-4.851057, 3.697541, -0.953217], [-5.559080, 2.134353, -1.336082], [-1.020734, 1.756161, -4.293851]],
  "forces_ev_per_angstrom": [[-0.037, 0.006, -0.017], [0.038, 0.006, 0.045], [0.122, 0.045, -0.095], [-0.061, -0.042, 0.082], [0.015, 0.070, -0.191], [0.122, 0.019, 0.028], [-0.002, -0.009, 0.000], [-0.015, 0.007, -0.002], [0.006, -0.013, -0.016], [-0.029, -0.051, 0.061], [-0.011, 0.001, -0.024], [0.004, 0.011, 0.041], [-0.005, 0.003, 0.045], [-0.067, 0.036, -0.006], [0.072, 0.029, 0.073], [-0.102, -0.045, -0.131], [0.460, -0.053, 0.201], [-0.088, -0.012, -0.078], [-0.411, 0.086, -0.220], [0.028, -0.037, 0.099], [-0.017, -0.014, -0.006], [-0.002, 0.026, 0.003], [0.008, -0.011, -0.015], [0.016, -0.015, -0.019], [-0.016, -0.009, 0.000], [0.015, -0.001, 0.021], [-0.026, -0.061, 0.006], [0.012, 0.053, -0.007], [-0.065, -0.033, 0.051], [0.054, -0.020, 0.010], [-0.065, 0.029, 0.007], [0.139, 0.006, 0.001], [-0.068, -0.018, 0.018], [0.065, 0.038, -0.080], [0.252, 0.077, 0.038], [-0.013, -0.009, -0.053], [-0.267, -0.011, 0.205], [0.008, 0.003, 0.029], [-0.039, -0.090, -0.091], [-0.005, -0.006, 0.000], [0.006, -0.006, 0.009], [0.001, 0.018, -0.016], [0.011, -0.004, 0.000], [0.022, -0.005, 0.001], [-0.011, 0.004, 0.004], [-0.014, 0.012, 0.000], [0.011, 0.003, -0.009], [0.004, 0.008, 0.006], [-0.001, -0.015, -0.002], [-0.054, -0.005, -0.005]],
  "homo_energy_ev": -2.9,
  "orbital_gap_ev": 5.1,
  "charge": -1
}


(5)
{
  "formula": "C4H12EuSi",
  "method": "ωB97M-V/def2-TZVPD",
  "symbols": ["C", "C", "C", "C", "Si", "H", "H", "H", "H", "H", "H", "H", "H", "H", "H", "H", "H", "Eu"],
  "positions_angstrom": [[-1.458293, 0.134233, 1.558086], [-0.488472, 0.628118, 0.479332], [0.576076, -0.354184, 0.009214], [1.769987, 0.433909, -0.531644], [-0.178943, -1.594938, -1.304232], [-1.507305, -0.953424, 1.515087], [-1.126696, 0.384146, 2.565989], [-2.469679, 0.518847, 1.450815], [-0.003668, 1.482080, 0.835402], [-1.079397, 0.931686, -0.391083], [0.831986, -0.949502, 0.889981], [2.115750, 1.242312, 0.146789], [2.658422, -0.177486, -0.678346], [1.585168, 0.862223, -1.533869], [0.775704, -1.630268, -2.418060], [-1.426644, -0.861115, -1.675379], [-0.443217, -2.884843, -0.651471], [-0.130777, 2.788206, -0.266610]],
  "forces_ev_per_angstrom": [[-0.067, -0.397, 0.121], [-1.375, -3.859, 0.826], [-0.137, -0.127, 0.061], [0.095, 0.119, -0.158], [-0.033, 0.336, 0.339], [-0.128, -0.001, -0.042], [0.219, 0.036, -0.081], [-0.042, 0.050, -0.116], [1.102, -1.635, 3.466], [-0.654, -0.289, -0.510], [0.352, 0.122, -0.056], [-0.024, -0.088, 0.090], [0.011, -0.047, -0.019], [-0.064, 0.000, -0.025], [0.001, -0.063, -0.053], [0.107, -0.196, -0.101], [-0.029, 0.065, -0.091], [0.667, 5.975, -3.650]],
  "spin_multiplicity": 8,
  "homo_energy_ev": [-18.3, -18.3],
  "s_squared": 15.760,
  "orbital_gap_ev": [8.7, 9.0],
  "charge": 2
}


(6)
{
  "formula": "C5H8O3",
  "method": "ωB97M-V/def2-TZVPD",
  "symbols": ["C", "C", "C", "C", "C", "O", "O", "O", "H", "H", "H", "H", "H", "H", "H", "H"],
  "positions_angstrom": [[-2.251345, -0.239116, 1.035394], [-0.673913, -0.949512, -0.608765], [0.127102, 1.442593, -0.468608], [1.208518, -0.591333, 0.722886], [0.493269, -0.051729, -0.500336], [-2.081087, 0.223122, 2.124518], [-0.873459, -1.888421, -1.325313], [1.399179, -0.194683, -1.586764], [-3.237630, -0.254513, 0.612775], [-0.121837, 1.745223, 0.565315], [0.860429, 1.935804, -0.902327], [-0.731376, 1.829897, -1.043215], [2.225052, -0.277291, 0.536645], [0.900631, 0.044779, 1.596639], [1.123179, -1.605271, 0.757448], [1.633288, -1.169549, -1.516292]],
  "forces_ev_per_angstrom": [[2.140, 0.311, 0.076], [-2.825, -1.185, -0.061], [-4.055, -1.888, 2.466], [0.231, 4.843, 0.914], [0.188, 1.089, -0.689], [0.490, -0.748, -1.316], [0.224, 1.772, 1.507], [-0.080, -2.328, -0.159], [-1.011, -0.406, -0.739], [0.582, 0.067, -0.462], [4.006, 2.425, -1.326], [-0.139, -1.110, -0.066], [0.539, -0.250, 0.155], [-0.019, -1.472, -0.307], [-0.224, -2.789, 0.784], [-0.049, 1.669, -0.777]],
  "homo_energy_ev": [-8.1, -8.1],
  "orbital_gap_ev": [8.6, 8.6]
}


(7)
{
  "formula": "C3HN3O2S",
  "method": "ωB97M-V/def2-TZVPD",
  "symbols": ["N", "C", "S", "C", "C", "N", "N", "O", "O", "H"],
  "positions_angstrom": [[-2.141732, 0.036811, -2.663746], [-1.867782, -0.031164, -1.554718], [-1.549741, 0.067070, 0.092156], [0.242365, -0.320660, 0.046531], [1.035248, 0.987136, -0.505731], [1.528559, 1.935396, -0.871651], [0.639856, -0.397971, 1.542893], [0.767289, 0.620797, 2.163226], [0.905863, -1.525560, 1.964109], [0.440076, -1.371855, -0.213068]],
  "forces_ev_per_angstrom": [[-0.200, -0.172, -0.864], [0.243, 0.236, 0.509], [0.141, -0.204, 0.360], [1.069, 2.465, 0.648], [-2.479, -5.310, 1.411], [0.961, 1.822, -0.726], [1.162, -1.102, 0.648], [-0.460, 0.260, -0.104], [-0.713, 1.113, -0.828], [0.275, 0.893, -1.054]],
  "homo_energy_ev": -11.2,
  "orbital_gap_ev": 10.0
}


(8)
{
  "formula": "C4H14N3",
  "method": "ωB97M-V/def2-TZVPD",
  "symbols": ["N", "C", "C", "N", "C", "C", "N", "H", "H", "H", "H", "H", "H", "H", "H", "H", "H", "H", "H", "H", "H"],
  "positions_angstrom": [[2.500292, -1.152188, 0.116382], [1.604148, -1.415881, 1.232736], [0.152824, -1.426341, 0.486840], [-0.338492, 0.067292, 0.592992], [-0.108969, 0.587361, -0.715266], [-0.992610, 1.759479, -0.819016], [-2.418970, 1.208321, -0.675919], [3.327041, -0.784757, 0.634109], [2.883938, -1.967873, -0.346286], [1.664208, -2.369598, 1.899042], [1.744877, -0.561303, 1.939308], [-0.662963, -1.904336, 0.960390], [0.372289, -1.782681, -0.479597], [-0.547886, 0.853120, 1.124095], [0.980190, 1.051451, -0.913417], [-0.109886, -0.174379, -1.565129], [-0.921956, 2.557279, 0.002976], [-0.985887, 2.367905, -1.717167], [-2.299374, 0.356712, -0.064912], [-2.829321, 0.895208, -1.543942], [-3.013490, 1.835210, -0.148226]],
  "forces_ev_per_angstrom": [[2.261, 0.517, 1.682], [-2.428, -1.582, 0.270], [1.394, 3.111, 5.721], [0.245, -3.623, -5.566], [3.797, 1.655, -1.571], [-1.986, 2.016, -0.192], [0.389, -0.588, 1.033], [-0.363, -0.049, -1.203], [-0.379, -0.374, 0.019], [0.508, 1.231, -1.432], [-0.708, -0.692, -0.595], [-0.257, -1.390, 0.564], [-0.355, 0.322, -1.298], [0.471, 0.193, 2.949], [-1.831, -0.973, 0.670], [-0.829, 1.078, 1.084], [0.351, -1.483, -0.776], [0.217, -0.296, -0.371], [0.257, 0.469, -0.267], [-0.267, 0.254, -0.379], [-0.487, 0.204, -0.342]],
  "homo_energy_ev": -12.2,
  "orbital_gap_ev": 8.9,
  "charge": 1
}